3 unconnected molecules or ions with the total composition C22H57N8O5P2 in a non-equilibrium geometry, computed with ωB97M-V/def2-TZVPD.

Geometry (Å):
C  -1.0218  0.4247  0.6529
N  -2.1767  -0.2611  1.2506
C  -2.6766  -1.3202  0.3579
C  -3.1822  -2.5330  1.1373
N  -2.0020  -3.2471  1.7060
C  -2.1981  -4.6970  1.8972
C  -1.7051  -5.5224  0.7129
C  -0.2713  -5.1519  0.3090
C  -0.2369  -4.1745  -0.8891
C  0.7145  -3.0039  -0.6381
O  1.3853  -2.5863  -1.8349
C  0.5559  -1.7525  -2.6125
C  -4.0134  -3.4306  0.1711
O  -4.9612  -4.0596  0.6889
O  -3.6470  -3.4252  -1.0291
H  -0.0749  0.0145  1.0181
H  -1.0631  0.3524  -0.4306
H  -1.0432  1.4887  0.8991
H  -1.9203  -0.6704  2.1367
H  -3.5316  -0.9568  -0.2190
H  -1.9193  -1.6227  -0.3646
H  -3.8288  -2.1241  1.9217
H  -1.8907  -2.8872  2.6452
H  -3.2176  -4.9737  2.1718
H  -1.5634  -4.9814  2.7463
H  -1.7510  -6.5702  1.0210
H  -2.3731  -5.3764  -0.1343
H  0.2457  -6.0623  -0.0006
H  0.2366  -4.7014  1.1624
H  0.0747  -4.6721  -1.8069
H  -1.2532  -3.7979  -1.0145
H  0.1714  -2.1404  -0.2498
H  1.4804  -3.2799  0.0871
H  0.7999  -0.6959  -2.4493
H  0.6939  -1.9730  -3.6713
H  -0.5030  -1.8796  -2.3790
O  -3.3751  3.5034  0.1789
P  -4.6569  4.2687  0.2625
N  -4.2309  5.4646  1.4415
C  -4.3023  5.2101  2.8657
C  -3.0488  6.2159  1.0630
N  -5.7137  3.0595  0.7842
C  -6.5595  3.1880  1.9440
C  -5.3113  1.6881  0.4700
N  -5.9188  5.2171  -0.4504
C  -6.0714  4.9338  -1.8876
C  -6.0614  6.6511  -0.2085
H  -4.1056  6.1428  3.4019
H  -3.5877  4.4501  3.2116
H  -5.3024  4.9113  3.1661
H  -3.1752  6.6538  0.0669
H  -2.1436  5.5977  1.0412
H  -2.8933  7.0422  1.7603
H  -6.0300  2.9297  2.8692
H  -7.4188  2.5164  1.8575
H  -6.9632  4.1984  2.0312
H  -4.5454  1.2890  1.1426
H  -4.9359  1.6052  -0.5458
H  -6.1985  1.0532  0.5320
H  -5.2593  5.3624  -2.4848
H  -7.0190  5.3298  -2.2540
H  -6.0822  3.8533  -2.0490
H  -5.2095  7.2500  -0.5478
H  -6.2311  6.8481  0.8448
H  -6.9474  6.9910  -0.7506
O  6.0822  -0.3357  1.0624
P  6.7295  -0.6989  -0.2239
N  5.5007  -0.6647  -1.4027
C  4.6504  -1.8126  -1.6856
C  4.7656  0.5920  -1.4062
N  7.3357  -2.2518  0.1132
C  7.2704  -3.3738  -0.7963
C  7.3142  -2.6890  1.5042
N  8.0390  -0.3324  -1.2858
C  9.1121  0.4097  -0.6061
C  7.8241  0.2114  -2.6259
H  4.0299  -1.6018  -2.5572
H  3.9902  -2.0816  -0.8545
H  5.2400  -2.6805  -1.9678
H  5.4529  1.4388  -1.5095
H  4.1843  0.7441  -0.4905
H  4.0869  0.6203  -2.2594
H  6.3077  -3.8937  -0.7399
H  8.0535  -4.0980  -0.5530
H  7.4465  -3.0605  -1.8264
H  6.3328  -3.0687  1.8133
H  7.5812  -1.8754  2.1712
H  8.0530  -3.4831  1.6385
H  8.8361  1.4508  -0.4050
H  10.0202  0.4011  -1.2098
H  9.3454  -0.0724  0.3461
H  7.3294  1.1882  -2.6386
H  7.2491  -0.4805  -3.2329
H  8.8027  0.3241  -3.0983

Orbital gap = 6.653 eV
Total charge = -1
Energy = -2369.40350 hartree
E_HOMO = -4.5 eV
Lowest unoccupied orbital energy = 2.17 eV